Version i
Below is a cluster of 2 separate species, C7H15N in total, with properties calculated with wB97M-V/def2-TZVPD.

**Kohn-Sham gap**: 6.28 eV
**E_HOMO**: -6.9 eV

Last columns: bonded neighbours and bond lengths (Å).
Atoms and positions in Å:
1 N -1.01 -0.38 0.03  C6 1.449, C8 1.425
2 C 1.18 -0.91 -0.76  C4 1.480, C8 1.534, H13 1.088, H21 1.089
3 C -0.38 0.28 -2.29  C8 1.541, H15 1.090, H16 1.094, H19 1.090
4 C 1.48 -1.25 0.65  C2 1.480, C5 1.353, H11 1.084
5 C 2.48 -0.63 1.32  C4 1.353, H12 1.079, H18 1.087
6 C -1.98 0.64 0.36  N1 1.449, C7 1.538, H10 1.095, H14 1.093
7 C -1.50 1.58 1.48  C6 1.538, H9 1.088, H17 1.090, H22 1.101
8 C 0.03 0.11 -0.82  N1 1.425, C2 1.534, C3 1.541, H20 1.106
9 H -0.61 2.11 1.17  C7 1.088
10 H -2.29 1.25 -0.49  C6 1.095
11 H 0.90 -2.04 1.11  C4 1.084
12 H 2.70 -0.85 2.35  C5 1.079
13 H 2.05 -0.51 -1.28  C2 1.088
14 H -2.88 0.09 0.68  C6 1.093
15 H -0.75 -0.67 -2.69  C3 1.090
16 H 0.43 0.59 -2.95  C3 1.094
17 H -1.30 0.98 2.37  C7 1.090
18 H 3.11 0.07 0.78  C5 1.087
19 H -1.21 0.99 -2.35  C3 1.090
20 H 0.41 1.09 -0.49  C8 1.106
21 H 0.90 -1.84 -1.25  C2 1.089
22 H -2.28 2.32 1.75  C7 1.101
23 H 0.67 0.23 1.52  no bonds

Version ii
Below is an isolated molecule of C7H15N, with properties calculated with wB97M-V/def2-TZVPD.

**Kohn-Sham gap**: 7.35 eV
**E_HOMO**: -6.6 eV

Last columns: bonded neighbours and bond lengths (Å).
Atoms and positions in Å:
1 N -2.03 0.52 0.56  C2 1.585, C3 1.475, H9 1.017, H16 1.199
2 C -0.66 0.40 -0.23  N1 1.585, C4 1.429, C5 1.336
3 C -3.21 -0.11 -0.06  N1 1.475, H13 1.090, H14 1.089, H19 1.091
4 C 0.05 -0.51 0.61  C2 1.429, C7 1.517, H21 1.096
5 C -0.48 1.20 -1.29  C2 1.336, H20 1.079, H22 1.083
6 C 2.26 0.71 0.82  C7 1.534, H10 1.092, H12 1.092, H17 1.093
7 C 1.56 -0.64 0.58  C4 1.517, C6 1.534, C8 1.540, H11 1.096
8 C 2.08 -1.30 -0.71  C7 1.540, H15 1.092, H18 1.094, H23 1.092
9 H -2.21 1.49 0.81  N1 1.017
10 H 1.93 1.14 1.77  C6 1.092
11 H 1.83 -1.30 1.41  C7 1.096
12 H 2.03 1.42 0.03  C6 1.092
13 H -3.47 0.39 -1.00  C3 1.090
14 H -2.97 -1.15 -0.27  C3 1.089
15 H 1.61 -2.27 -0.87  C8 1.092
16 H -1.37 -0.02 1.40  N1 1.199
17 H 3.34 0.58 0.86  C6 1.093
18 H 3.16 -1.45 -0.67  C8 1.094
19 H -4.06 -0.06 0.62  C3 1.091
20 H 0.34 1.04 -1.97  C5 1.079
21 H -0.45 -1.48 0.69  C4 1.096
22 H -1.11 2.05 -1.49  C5 1.083
23 H 1.87 -0.68 -1.58  C8 1.092

Ordering by calculated energy gives the sequence version ii, version i, with the first entry being the most stable.